# 1
# C31H33N2O

A cluster of 2 separate species, C31H33N2O in total at a distorted geometry (wB97M-V/def2-TZVPD, the Open Molecules 2025 dataset).

```
67
Properties=species:S:1:pos:R:3:forces:R:3
C -4.91933 -2.62541 2.78015 0.334 -0.200 -0.007
C -4.57692 -1.41306 1.95242 0.927 0.581 -0.199
C -4.38879 -1.59242 0.57506 -0.241 0.497 -0.197
C -3.93256 -0.55752 -0.23803 0.330 -0.094 0.405
C -3.59302 0.70529 0.28195 -0.658 -0.025 0.422
C -2.79177 1.57034 -0.70326 -0.459 0.486 -0.497
C -2.19472 2.95307 -0.44911 0.332 0.160 -0.029
C -2.00517 3.82985 -1.54269 0.022 -0.168 0.618
C -1.33278 5.03701 -1.37791 0.014 0.395 -0.144
C -0.88319 5.49035 -0.13128 0.052 -1.171 0.245
C -0.30436 6.87894 0.00958 -0.032 -0.203 0.018
C -0.97116 4.56436 0.92688 -0.014 0.076 0.011
C -1.59513 3.30909 0.76477 0.079 0.271 -0.164
C -3.93544 0.95087 1.63071 0.378 -0.462 -0.422
C -4.29855 -0.13303 2.47213 -0.476 0.011 -0.389
H -4.76648 -2.46248 3.84713 -0.062 0.051 -0.044
H -5.94277 -2.96240 2.62073 -0.120 0.153 0.029
H -4.27865 -3.46906 2.47042 -0.175 0.299 0.193
H -4.60715 -2.56525 0.14058 0.002 0.123 -0.021
H -3.77832 -0.71440 -1.30766 0.003 -0.169 0.254
H -3.30792 1.61686 -1.68882 0.041 -0.055 0.688
H -2.36764 3.54929 -2.52936 0.009 0.038 0.146
H -1.12087 5.68878 -2.23475 -0.394 -0.315 0.178
H -0.26638 7.18912 1.05831 0.015 -0.028 -0.201
H 0.70104 6.97712 -0.42390 -0.211 -0.165 0.136
H -0.95302 7.56165 -0.53935 0.066 0.170 0.124
H -0.52097 4.82831 1.89606 -0.340 -0.149 -0.414
H -1.59861 2.56716 1.57124 -0.054 0.491 -0.103
H -3.93129 1.97777 2.01314 0.431 -0.496 0.064
H -4.37302 0.02860 3.55513 -0.208 0.053 -0.491
C 2.01488 -0.64685 -3.12347 -0.180 -0.451 -0.363
N 2.37935 -0.22747 -1.78814 -0.008 -0.716 0.842
C 2.04901 -0.85075 -0.61136 -0.449 2.473 -0.340
H -1.94563 0.92741 -0.89947 0.535 -0.231 -0.226
C 1.54105 -2.23036 -0.41088 -0.678 -0.401 0.136
C 0.15465 -2.52791 -0.34172 0.572 0.078 -0.103
C -0.28808 -3.83778 -0.17352 0.294 -0.487 0.176
C 0.63374 -4.91616 -0.01248 0.431 0.412 -0.183
O 0.16385 -6.20117 0.16444 1.557 1.102 -0.159
C 1.21101 -7.21968 0.30763 -0.506 0.286 -0.030
C 2.02333 -4.59319 -0.05501 -0.616 -0.199 0.013
C 2.46416 -3.28242 -0.24366 -0.490 0.357 -0.077
N 2.30118 0.07025 0.36231 -0.037 -0.663 -0.415
C 1.84969 0.02834 1.73911 -0.215 -0.251 0.416
C 3.12652 1.09570 -0.14010 -0.023 -1.334 -0.855
C 3.18632 0.89554 -1.52380 -0.216 -0.911 1.259
C 4.29462 1.27525 -2.26985 0.979 0.758 -0.337
C 5.43195 1.67112 -1.54668 -0.635 0.060 -0.458
C 5.37475 1.86056 -0.14441 -0.888 0.169 0.570
C 4.17441 1.67250 0.56920 1.023 0.727 -0.190
H 2.79422 -0.29387 -3.80506 -0.217 -0.324 0.022
H 1.93300 -1.74138 -3.13925 0.087 0.336 -0.165
H 1.04641 -0.20961 -3.43226 0.490 -0.145 0.278
H -0.56399 -1.69940 -0.41513 0.191 -0.529 -0.037
H -1.35918 -4.03428 -0.15840 0.266 -0.052 0.073
H 0.66265 -8.14585 0.42137 -0.019 -0.079 0.013
H 1.86079 -7.28639 -0.57612 -0.357 0.167 0.099
H 1.83933 -7.05541 1.19413 -0.342 0.136 -0.152
H 2.76651 -5.38189 0.04572 -0.188 0.314 0.026
H 3.53233 -3.05599 -0.24360 -0.267 -0.196 -0.077
H 2.61015 0.52979 2.34370 -0.242 -0.293 0.087
H 0.88331 0.55855 1.86301 0.560 -0.266 -0.225
H 1.72674 -1.01802 2.04523 0.082 0.344 0.023
H 4.25593 1.21948 -3.36663 0.441 -0.169 0.605
H 6.38740 1.82643 -2.06789 -0.612 0.033 0.228
H 6.28146 2.14159 0.40206 -0.448 0.051 -0.280
H 4.03707 1.90453 1.63071 0.536 -0.256 -0.401
```
Forces are in eV/Å.

Properties
LUMO level	-2.84	eV
E_tot	-37703.284	eV
HOMO-LUMO gap	7.5853	eV
charge	+1
energy relative to the best compared isomer or geometry (same formula, charge and spin)	10.18	kcal/mol
max |F|	2.54	eV/Å
HOMO level	-10.43	eV

Mulliken population analysis, charges in e, atoms 1 to 6: -1.3315, 0.7726, -0.5416, -0.8972, 0.1996, -0.4340

# 2
# C31H33N3O4

An isolated molecule of C31H33N3O4 (wB97M-V/def2-TZVPD, the Open Molecules 2025 dataset).

```
71
Properties=species:S:1:pos:R:3:forces:R:3
C -1.71396 -3.62568 2.66474 0.156 0.185 0.024
H -1.46270 -4.31055 1.85516 0.000 -0.140 -0.062
H -2.74738 -3.80891 2.94860 -0.092 -0.072 0.001
H -1.07583 -3.84498 3.51707 0.047 -0.097 0.082
C -1.53522 -2.16669 2.23901 -0.129 -0.100 0.077
C -2.40427 -1.84119 1.05692 0.190 0.069 -0.001
C -3.69518 -1.37780 1.26150 -0.013 0.009 -0.103
C -4.52142 -1.10619 0.18794 -0.062 -0.008 0.087
C -4.08128 -1.33204 -1.10309 0.099 -0.014 -0.030
C -2.79976 -1.80817 -1.35112 0.106 -0.078 -0.021
C -1.96092 -2.02713 -0.25438 -0.294 0.172 0.028
N -0.60956 -2.43416 -0.45495 -0.333 -0.422 0.269
C 0.29305 -1.67094 -1.10466 0.565 -0.157 0.025
O 0.02129 -0.66633 -1.72337 0.108 0.165 -0.049
C 1.75430 -2.13531 -0.97472 -0.161 0.012 -0.107
O 2.38634 -1.03565 -0.35285 0.262 -0.144 -0.108
C 3.69591 -0.76196 -0.60591 0.298 0.185 -0.046
C 4.63450 -1.74888 -0.88477 -0.238 -0.127 0.068
C 5.96076 -1.41513 -1.09453 -0.039 0.076 -0.022
C 6.36728 -0.09183 -1.04983 0.098 0.012 -0.015
C 5.43467 0.89744 -0.80796 -0.127 -0.065 0.073
C 4.09851 0.58542 -0.57256 0.156 -0.310 -0.153
C 3.12315 1.69843 -0.44608 -0.338 0.129 0.030
O 3.28055 2.74519 -1.04240 0.019 -0.095 0.003
C 1.93500 1.46163 0.40309 -0.355 0.498 0.130
C 0.71564 1.95431 0.00456 0.759 -0.121 -0.050
N -0.41179 1.74886 0.68904 0.121 -0.216 0.208
C -0.43438 1.06479 1.91698 0.035 0.019 0.084
O -1.47552 0.93192 2.53214 0.005 -0.049 0.214
C 0.85902 0.56323 2.34874 0.229 0.299 -0.616
C 1.99772 0.74600 1.61213 -0.472 0.189 -0.087
H 2.94230 0.35826 1.96663 0.044 -0.086 0.032
C 0.91259 -0.15346 3.56276 -0.046 -0.202 0.413
N 0.98682 -0.76128 4.53270 0.019 -0.206 0.318
C -1.69116 2.25163 0.19678 -0.482 0.355 -0.282
C -1.78115 3.77064 0.35346 -0.234 -0.185 0.271
C -3.17971 4.23520 -0.04498 0.192 0.136 -0.226
C -3.50944 3.80523 -1.47180 -0.256 -0.124 0.169
C -3.37562 2.29216 -1.62381 0.212 0.250 -0.146
C -1.96548 1.84842 -1.24864 -0.214 -0.272 0.197
H -1.85604 0.76993 -1.35754 0.062 0.023 -0.015
H -1.25330 2.32664 -1.92304 0.107 0.015 -0.081
H -3.58899 2.00075 -2.65346 -0.058 -0.080 -0.003
H -4.09733 1.79025 -0.97609 -0.067 -0.067 0.002
H -4.52451 4.11708 -1.72428 0.009 0.064 -0.070
H -2.82633 4.29970 -2.16630 0.013 0.056 -0.074
H -3.24342 5.32147 0.04135 -0.057 -0.005 0.076
H -3.90872 3.80050 0.64200 -0.061 0.021 0.070
H -1.57726 4.04721 1.39017 0.080 0.005 0.000
H -1.03436 4.25367 -0.28142 0.096 0.025 -0.032
H -2.44472 1.78572 0.84290 0.186 0.095 -0.161
H 0.64463 2.51016 -0.91785 -0.077 0.036 -0.055
H 5.71858 1.93909 -0.80096 0.006 0.090 -0.023
H 7.40155 0.16520 -1.21703 0.090 0.027 -0.010
H 6.67752 -2.19697 -1.29638 0.053 -0.067 -0.015
H 4.32842 -2.78365 -0.92523 -0.038 -0.089 0.012
H 1.85387 -3.04562 -0.36864 0.013 0.106 -0.074
H 2.16614 -2.31162 -1.97525 -0.064 0.010 0.103
H -0.27565 -3.16030 0.16141 0.135 0.110 -0.125
C -2.31979 -2.10501 -2.74615 -0.098 0.052 -0.204
H -1.64544 -2.96541 -2.69994 0.033 0.084 -0.009
H -1.72445 -1.25865 -3.10134 0.031 -0.119 0.030
C -3.42723 -2.39924 -3.75214 0.179 -0.016 0.129
H -4.09825 -3.16714 -3.37310 -0.123 -0.062 -0.030
H -2.98863 -2.75453 -4.68194 -0.022 -0.007 -0.096
H -4.00624 -1.50760 -3.97742 -0.118 0.053 -0.052
H -4.74657 -1.13483 -1.92762 -0.080 -0.002 -0.126
H -5.51878 -0.72747 0.35644 -0.096 0.034 0.019
H -4.03758 -1.21101 2.27099 -0.030 0.041 0.143
H -0.48352 -1.97422 2.01446 -0.035 0.070 0.062
H -1.80954 -1.51629 3.06958 0.095 0.030 -0.067
```
Forces are in eV/Å.

Properties
LUMO level	0.03	eV
E_tot	-45344.317	eV
HOMO-LUMO gap	8.5927	eV
structure (SMILES)	CCc1cccc(CC)c1NC(=O)COc1ccccc1C(=O)c1cc(C#N)c(=O)n(C2CCCCC2)c1
energy relative to the best compared isomer or geometry (same formula, charge and spin)	0.00	kcal/mol
max |F|	0.77	eV/Å
HOMO level	-8.56	eV

Mulliken population analysis, charges in e, atoms 1 to 6: -1.4982, 0.2808, 0.3646, 0.4543, -0.9992, 1.2776

# 3
# C31H33N3O7

An isolated molecule of C31H33N3O7 at a distorted geometry (wB97M-V/def2-TZVPD, the Open Molecules 2025 dataset).

```
74
Properties=species:S:1:pos:R:3:forces:R:3
C -0.24453 -5.21091 0.69747 0.027 -0.297 -0.163
H -1.06969 -5.61020 0.10477 0.050 -0.002 0.054
H -0.35609 -5.47656 1.74542 0.006 0.031 -0.047
H 0.69472 -5.60108 0.30072 -0.081 0.000 0.033
O -0.24676 -3.78917 0.64539 0.060 0.245 0.328
C -0.18955 -3.25101 -0.57479 -0.009 -0.101 -0.168
O -0.11285 -3.87968 -1.59278 0.093 0.066 -0.006
C -0.17202 -1.74770 -0.49075 -1.044 0.332 0.257
C -1.25947 -1.02566 -0.14948 0.339 -0.169 -0.249
C -2.46674 -1.69620 0.36727 0.013 -0.232 0.090
O -3.11223 -1.30666 1.30955 0.016 0.021 -0.098
O -2.74971 -2.82353 -0.30833 0.056 0.182 -0.222
C -3.83332 -3.59149 0.19424 -0.256 -0.072 0.241
H -3.60195 -3.96050 1.19569 -0.040 -0.001 -0.060
H -4.73894 -2.98312 0.24670 0.061 -0.085 -0.007
H -3.96740 -4.41696 -0.50008 0.022 0.036 0.027
C -1.24481 0.49222 -0.12320 0.026 -0.413 0.396
N -2.18803 1.04693 -1.09148 -0.063 0.163 0.256
C -1.54059 1.38056 -2.24662 0.415 0.175 -0.309
C -2.05788 1.73558 -3.48511 -0.188 -0.066 0.149
C -1.17373 2.05271 -4.50399 0.134 0.027 -0.045
C 0.19619 2.01791 -4.30989 0.110 0.080 -0.186
C 0.71804 1.67725 -3.06661 -0.149 -0.001 0.000
C -0.15334 1.37543 -2.04765 -0.179 -0.151 -0.088
C 0.12253 1.03126 -0.59485 -0.075 0.224 0.078
C 1.23999 0.03106 -0.53518 -0.845 -1.041 -0.087
N 1.09879 -1.24005 -0.62694 0.757 0.448 -0.051
N 2.41747 0.69249 -0.39111 0.077 0.758 0.142
C 3.73430 0.24578 -0.39005 0.266 -0.405 -0.300
O 4.60619 1.06388 -0.19363 0.082 -0.067 -0.081
C 3.98897 -1.20943 -0.62120 0.366 -0.151 0.085
H 3.10549 -1.70032 -1.02150 0.190 -0.007 -0.020
C 4.40482 -1.88511 0.70213 -0.133 -0.126 -0.021
C 4.67322 -3.36425 0.44357 0.086 0.288 0.042
H 4.99149 -3.85613 1.35971 0.027 -0.096 0.081
H 5.45260 -3.49426 -0.30380 0.081 -0.079 -0.102
H 3.76821 -3.85076 0.08665 -0.127 -0.111 -0.057
C 3.32709 -1.71341 1.76881 0.203 0.014 -0.036
H 2.37698 -2.10621 1.41455 -0.098 -0.069 0.014
H 3.19738 -0.66472 2.02708 -0.089 0.108 0.098
H 3.60876 -2.24965 2.67247 0.007 -0.032 0.122
H 5.32609 -1.40778 1.05307 -0.045 -0.008 -0.054
H 4.81957 -1.29028 -1.32585 -0.032 0.100 -0.021
C 2.20675 2.11197 -0.09449 0.340 0.337 0.088
C 3.04190 2.48063 1.13402 -0.321 -0.044 -0.064
O 3.03777 1.84085 2.15169 -0.006 0.019 0.058
O 3.68270 3.62504 0.94928 -0.084 0.239 -0.308
C 4.53554 4.04544 2.00842 0.099 -0.032 0.364
H 5.40493 3.38809 2.05893 -0.045 0.041 0.000
H 4.00336 4.00911 2.96090 0.079 0.042 -0.077
H 4.83805 5.06184 1.77114 -0.016 -0.059 -0.004
C 0.70288 2.22592 0.17355 -0.022 -0.063 0.071
H 0.29992 3.17888 -0.16374 -0.013 -0.017 0.005
H 0.50814 2.10652 1.24198 0.036 -0.012 -0.012
H 2.53701 2.73159 -0.93422 -0.056 -0.116 0.109
H 1.78715 1.64215 -2.91988 0.143 -0.010 0.025
H 0.86395 2.25311 -5.12358 0.053 0.020 -0.090
H -1.56687 2.32188 -5.47313 -0.030 0.017 -0.083
H -3.12138 1.75708 -3.66565 -0.099 -0.021 -0.017
C -3.60782 0.89436 -0.94318 -0.092 -0.040 -0.096
C -4.10486 1.49919 0.34655 -0.074 0.056 0.041
C -5.12931 0.89996 1.06367 0.017 0.095 -0.093
C -5.58531 1.46724 2.24015 -0.091 -0.004 0.021
C -5.01999 2.63904 2.71200 -0.035 0.035 0.095
C -4.00125 3.24651 1.99784 0.024 0.087 0.039
C -3.54889 2.68118 0.81963 -0.039 -0.047 -0.045
H -2.75739 3.15713 0.25763 0.097 0.027 -0.051
H -3.55832 4.16343 2.35897 0.027 0.072 0.028
H -5.37173 3.07830 3.63380 -0.025 0.028 0.077
H -6.38037 0.98957 2.79315 -0.062 -0.045 0.052
H -5.56912 -0.01776 0.70306 0.003 -0.142 -0.020
H -4.08096 1.41604 -1.78088 0.033 -0.126 0.046
H -3.90772 -0.16209 -1.00098 -0.097 0.132 -0.061
H -1.52805 0.82754 0.88299 0.137 0.015 -0.114
```
Forces are in eV/Å.

Properties
LUMO level	-0.07	eV
E_tot	-51486.720	eV
HOMO-LUMO gap	7.7195	eV
structure (SMILES)	COC(=O)C1=C(C(=O)OC)[C@@H]2N(Cc3ccccc3)c3ccccc3[C@@]23C[C@@H](C(=O)OC)N(C(=O)CC(C)C)C3=N1
energy relative to the best compared isomer or geometry (same formula, charge and spin)	1.78	kcal/mol
max |F|	1.34	eV/Å
HOMO level	-7.79	eV

Mulliken population analysis, charges in e, atoms 1 to 6: -0.8135, 0.3499, 0.2686, 0.2920, -0.2210, 0.2712